No. 1
Molecular formula: C11H20NO3
Method: DFT, the ωB97M-V functional and the def2-TZVPD basis

The geometry in XYZ format:
```
35
Properties=species:S:1:pos:R:3:forces:R:3
C -0.341643 1.131690 -1.470838 0.0 -0.1 -0.1
C -1.672697 0.893806 0.910083 1.6 -0.7 -2.6
C 0.955692 1.994258 0.899077 -0.1 0.9 0.0
C 1.064269 2.815284 -0.379597 0.3 0.1 0.3
C -0.191310 0.199798 -0.294341 -2.1 0.7 1.6
C -1.781274 0.227990 2.216338 -0.4 0.0 0.6
C 0.503803 -1.747954 -1.783863 -0.1 0.0 0.0
C -1.837194 -1.541921 -1.005530 0.1 0.1 -0.1
C -0.063924 -2.193779 0.609337 -0.1 0.1 -0.2
C 2.320593 0.200150 -0.007833 0.8 -0.3 -0.3
C -0.375324 -1.299924 -0.600993 0.1 -0.1 -0.2
N 0.994886 0.550427 0.555887 0.1 -0.3 0.3
O -0.990150 0.858350 -2.436504 0.0 0.0 0.3
O -2.301904 1.751787 0.421933 -0.2 0.0 0.3
O 0.226011 2.348391 -1.414059 -0.1 0.2 -0.2
H 1.779290 2.241398 1.572058 0.0 -0.1 -0.1
H 0.017914 2.220570 1.407731 0.2 -0.1 0.0
H 0.764308 3.849990 -0.184553 0.1 -0.2 0.1
H 2.093570 2.830881 -0.757672 -0.1 0.0 0.1
H -0.858188 -0.188653 2.605526 0.1 0.0 -0.1
H -2.512958 -0.577174 2.112182 0.1 -0.1 0.0
H -2.202226 0.941192 2.927269 0.1 0.0 0.0
H 0.187303 -2.740744 -2.094288 0.0 -0.1 0.0
H 1.557538 -1.812526 -1.534377 0.1 0.0 0.0
H 0.376532 -1.088926 -2.636086 0.0 0.0 -0.1
H -2.006231 -2.608637 -1.125849 0.0 -0.1 0.1
H -2.530636 -1.169795 -0.256467 -0.2 0.0 0.1
H -2.060314 -1.052485 -1.948051 -0.1 0.0 0.0
H 0.919078 -2.027358 1.047537 0.2 0.0 0.1
H -0.077950 -3.229656 0.277464 0.0 0.0 0.0
H -0.819476 -2.106620 1.382717 -0.1 0.0 0.2
H 2.489010 -0.871092 0.062691 -0.1 0.1 0.0
H 2.382372 0.493302 -1.053360 -0.1 0.0 0.0
H 3.101503 0.706361 0.557838 -0.1 0.0 0.0
H 0.889729 0.001619 1.418594 0.0 0.2 -0.2
```
Positions in Å, forces in eV/Å.

For the max |F|, the calculation gives 3.10 eV/Å. The value obtained for the electronic energy is -711.3222 hartree. Its frontier orbital gap is 10.09 eV. The net charge is +1. As for the spin multiplicity: 1. The value obtained for the energy above the lowest of the compared OMol25 structures with the same formula, charge and spin is 0.0 kcal per mole.

No. 2
Molecular formula: C11H20O3
Method: DFT, the ωB97M-V functional and the def2-TZVPD basis

The geometry in XYZ format:
```
34
Properties=species:S:1:pos:R:3:forces:R:3
C -3.161373 2.268561 -0.790898 1.8 1.6 -0.9
C -3.013839 1.364731 0.397438 1.1 0.6 1.2
C -3.387806 -0.031862 -0.072703 0.1 -2.3 3.1
C -2.282170 -1.042534 0.338874 -0.7 0.1 -2.7
C -1.067596 -1.122953 -0.586342 -1.7 -0.6 1.8
C -0.042167 -2.050964 0.079304 -3.9 2.1 1.9
C 0.650356 -1.483237 1.260032 1.5 0.9 -0.7
C 1.841775 -0.953007 1.007920 3.0 0.4 1.6
C 2.612188 -1.043846 -0.284834 0.5 0.0 0.1
C 3.356585 0.311243 -0.780736 -1.1 -3.3 -0.5
C 3.805217 1.110681 0.437242 0.9 0.2 -1.8
O 3.976975 2.402766 -0.141162 0.1 1.9 2.3
O 1.736680 -1.396883 -1.293048 -1.3 1.3 -1.9
O 0.741904 -2.335888 -0.913988 4.7 -4.3 -3.6
H -3.212708 3.411486 -0.717804 0.4 -1.6 0.4
H -4.072243 1.958188 -1.222264 -1.1 0.0 -1.0
H -2.312086 1.989395 -1.504182 -1.2 0.6 0.6
H -3.717490 1.548439 1.167870 -0.9 0.9 0.7
H -2.009768 1.512907 0.979969 -1.4 -0.8 -1.5
H -4.229517 -0.522545 0.528218 0.5 1.4 -0.4
H -3.819676 -0.053268 -1.049890 0.6 -0.2 -1.0
H -2.011408 -0.831826 1.334408 0.4 0.4 1.3
H -2.731977 -2.040269 0.351334 0.1 -0.1 0.0
H -0.559335 -0.219747 -0.813522 0.2 1.2 0.0
H -1.415268 -1.544341 -1.529724 0.3 -0.3 0.0
H -0.593306 -2.959219 0.368478 0.5 -0.2 -0.2
H 0.306546 -1.464612 2.263600 -0.7 -0.1 0.5
H 2.590973 -0.546272 1.782948 -1.9 -0.9 -0.5
H 3.362054 -1.871270 -0.277420 -0.1 0.5 0.8
H 4.153540 -0.086891 -1.506306 -0.8 1.1 1.3
H 2.600679 0.810306 -1.425096 0.5 0.2 0.8
H 3.031056 1.099619 1.229120 0.7 0.2 -0.4
H 4.827241 0.769596 0.753052 -1.1 -0.1 0.4
H 4.045977 3.043527 0.630114 0.0 -1.0 -1.6
```
Positions in Å, forces in eV/Å.

As for the SMILES: CCCCC[C@@H]1C=C[C@H](CCO)OO1. For the max |F|, the calculation gives 7.27 eV/Å. The value obtained for the electronic energy is -656.6262 hartree. Its frontier orbital gap is 9.70 eV. The net charge is 0. As for the spin multiplicity: 1. The value obtained for the energy above the lowest of the compared OMol25 structures with the same formula, charge and spin is 133.4 kcal per mole.

No. 3
Molecular formula: C11H21B3F8NO6PS
Method: DFT, the ωB97M-V functional and the def2-TZVPD basis

The geometry in XYZ format:
```
52
Properties=species:S:1:pos:R:3:forces:R:3
C 2.273657 -0.428596 0.748912 0.0 0.0 0.0
N 1.566543 0.501374 1.612870 -0.1 0.0 0.0
C 1.121062 1.696406 0.916361 0.1 0.0 0.2
B 0.016035 2.480572 1.690094 0.1 0.3 0.3
O -0.905743 1.835840 2.488789 -0.2 -0.3 -0.4
B -2.207887 2.297301 2.539204 0.1 0.2 0.2
C -3.426391 1.395469 2.892937 0.0 0.1 0.1
C -4.386106 1.252914 1.671205 0.1 0.0 -0.1
C -4.519651 -0.213091 1.242839 -0.1 0.0 -0.1
C -5.758701 1.878152 1.938373 0.0 0.0 0.0
O -2.420106 3.634684 2.185444 0.1 -0.1 -0.2
B -1.375961 4.399211 1.739102 0.0 -0.1 0.2
P -1.589057 6.297598 1.456971 0.0 0.1 0.0
O -0.835297 6.646530 0.066015 0.1 -0.2 0.1
O -3.100786 6.624199 1.036296 0.0 -0.1 0.0
S -0.989588 7.226124 3.018665 0.0 0.0 -0.1
O -0.133990 3.853880 1.518522 -0.3 -0.1 -0.3
H 3.171254 0.054585 0.357579 0.0 0.0 0.0
H 2.580692 -1.305805 1.317997 0.0 0.0 0.0
H 1.675902 -0.762724 -0.110962 0.0 0.0 0.0
H 0.770026 0.043013 2.036306 0.0 0.0 0.0
H 0.694762 1.464536 -0.082872 0.0 0.1 0.0
H 1.968966 2.361779 0.724126 0.0 -0.1 0.0
H -3.099765 0.417310 3.247382 0.0 0.0 0.0
H -3.966827 1.873057 3.716576 0.0 -0.1 0.0
H -3.954049 1.789168 0.818245 0.0 0.1 0.0
H -5.442455 -0.370161 0.679812 0.0 0.0 -0.1
H -4.548427 -0.870554 2.113873 -0.1 0.0 0.0
H -3.691673 -0.529931 0.606347 0.1 0.0 0.1
H -6.424487 1.155760 2.418155 0.0 0.0 0.1
H -5.683915 2.751790 2.586681 0.0 0.0 -0.1
H -6.235604 2.195737 1.009544 0.0 -0.1 0.0
H 0.108973 6.442492 0.130978 -0.1 0.1 0.0
H -3.439522 6.046960 0.337615 0.0 0.1 0.0
F 1.588702 -3.527435 -3.366472 0.0 0.0 0.0
C 1.397396 -3.779426 -2.056686 0.0 0.0 0.0
F 0.656168 -2.774874 -1.536950 0.0 0.0 0.0
C 2.738951 -3.838209 -1.315052 0.0 0.0 0.0
F 3.348350 -2.639655 -1.364996 0.0 0.0 0.0
F 2.398640 -4.087982 -0.011753 0.0 0.0 0.0
C 3.714962 -4.955539 -1.702996 0.1 -0.3 0.1
O 4.751827 -4.580510 -2.584144 -0.1 0.5 0.0
C 4.654513 -4.738680 -3.933513 0.1 -0.2 0.0
F 3.486976 -5.293253 -4.304866 0.0 0.0 0.0
F 5.640080 -5.581418 -4.327913 0.0 -0.1 0.0
C 4.900454 -3.410808 -4.667187 0.0 0.0 0.0
F 3.972868 -2.504375 -4.303352 0.0 0.0 0.0
F 4.795312 -3.622439 -5.996619 0.0 0.0 0.0
H 0.851194 -4.718714 -1.939672 0.0 0.0 0.0
H 4.219512 -5.213220 -0.773385 0.0 0.0 0.0
H 3.175298 -5.835207 -2.053237 0.0 0.0 0.0
H 5.896914 -3.033835 -4.431185 0.0 0.0 0.0
```
Positions in Å, forces in eV/Å.

As for the SMILES: CNCB1OB(CC(C)C)OB(P(O)(O)=S)O1.FC(F)C(F)(F)COC(F)(F)C(F)F. For the max |F|, the calculation gives 0.58 eV/Å. The value obtained for the electronic energy is -2551.3501 hartree. Its frontier orbital gap is 9.00 eV. The net charge is 0. As for the spin multiplicity: 1.

No. 4
Molecular formula: C11H21BN2O3
Method: DFT, the ωB97M-V functional and the def2-TZVPD basis

The geometry in XYZ format:
```
38
Properties=species:S:1:pos:R:3:forces:R:3
C -0.181584 -0.885045 0.151717 0.6 -0.4 1.0
C -1.448142 -1.634410 0.403275 2.8 0.8 2.4
O -2.264699 -1.693113 -0.401449 -4.0 -0.3 -3.8
O -1.624985 -2.199425 1.606645 0.3 -1.0 1.0
C -0.788336 -3.401124 1.761387 0.3 1.1 0.1
B 0.498367 -3.122632 2.666537 -0.9 0.2 -0.2
O 1.654271 -3.756822 2.410606 0.4 0.4 -0.1
H -0.398889 0.112432 -0.183037 -0.1 0.3 -0.5
H 0.414854 -0.813756 1.044821 0.3 0.1 0.4
H 0.400283 -1.455918 -0.552563 0.2 0.1 -0.6
H -0.551408 -3.778719 0.767339 0.0 -0.2 -0.2
H -1.431796 -4.132988 2.228546 -0.2 -0.3 0.2
H 0.363552 -2.341016 3.553172 0.2 -0.2 0.3
H 1.706581 -3.945514 1.467874 0.2 -0.5 0.1
C -4.010835 1.668809 1.054709 0.0 0.0 -0.1
C -3.519712 1.463789 -0.374000 -0.1 -0.1 0.3
C -2.600798 2.590399 -0.857597 0.0 -0.3 -0.1
C -3.293013 3.874460 -0.956016 0.1 0.1 0.0
N -3.836862 4.882222 -1.034432 0.0 0.0 0.0
H -4.624300 2.567160 1.141827 0.0 0.0 0.0
H -4.616838 0.820153 1.370868 0.0 0.0 0.0
H -3.172376 1.759803 1.748802 0.0 0.0 0.0
H -4.375852 1.369808 -1.043871 0.1 0.0 -0.1
H -2.970180 0.523645 -0.428612 0.0 0.1 -0.1
H -2.200716 2.337630 -1.841470 0.0 0.1 0.0
H -1.747530 2.694661 -0.183986 0.0 0.1 0.0
C 3.611236 1.940434 -1.056636 0.0 0.0 0.0
C 4.322496 0.781152 -1.745937 -0.1 0.3 0.1
C 3.493803 -0.507050 -1.753720 0.2 0.1 -0.2
C 3.278462 -1.032767 -0.406918 0.0 0.0 -0.1
N 3.112328 -1.438153 0.654026 0.0 0.0 0.0
H 3.437502 1.729507 -0.000197 0.0 0.0 0.0
H 4.213528 2.846120 -1.118772 0.0 0.0 0.0
H 2.647693 2.144819 -1.527815 0.0 0.0 0.0
H 5.282679 0.600507 -1.260356 0.0 -0.1 0.0
H 4.535987 1.056473 -2.779995 0.0 -0.1 0.0
H 4.003591 -1.268980 -2.345691 0.0 -0.1 0.1
H 2.527417 -0.329063 -2.229871 -0.1 0.0 0.1
```
Positions in Å, forces in eV/Å.

As for the SMILES: CC(=O)OCBO.CCCC#N.CCCC#N. For the max |F|, the calculation gives 5.56 eV/Å. The value obtained for the electronic energy is -791.8198 hartree. Its frontier orbital gap is 10.50 eV. The net charge is 0. As for the spin multiplicity: 1. The value obtained for the energy above the lowest of the compared OMol25 structures with the same formula, charge and spin is 38.6 kcal per mole.

No. 5
Molecular formula: C11H21BrGaO4
Method: DFT, the ωB97M-V functional and the def2-TZVPD basis

The geometry in XYZ format:
```
38
Properties=species:S:1:pos:R:3:forces:R:3
C 4.102069 -1.256217 1.225514 -0.7 0.0 0.2
C 4.606872 -0.556795 -0.169909 -0.1 -0.2 0.9
C 3.558260 -0.730410 -1.421120 -0.5 3.4 -5.7
O 3.680686 0.061149 -2.519137 -0.4 -5.0 7.1
O 2.404226 -1.689938 -1.436942 2.9 3.0 0.7
C 1.293053 -0.895517 -0.891693 -1.9 0.6 1.8
C -0.176437 -1.652644 -0.943701 1.2 0.0 -1.7
Ga -1.409554 -0.575486 0.357311 1.1 0.2 -0.6
O -0.419665 -0.479189 2.017771 -1.9 0.5 0.5
C -3.216708 -1.489869 0.763068 -2.9 -0.3 0.4
C -4.078340 -1.955448 -0.551297 3.6 -7.4 -0.3
O -3.781974 -3.174538 -1.065582 -2.3 7.9 2.8
Br -5.551240 -0.934617 -1.440234 1.0 -0.5 0.8
C -1.542435 1.343476 -0.398369 0.2 1.6 -0.4
C -2.843971 1.620590 -1.355855 0.9 0.9 -0.3
C -1.382985 2.510654 0.787889 0.8 -0.1 -2.1
C 0.212919 2.567317 1.189379 -0.3 -0.5 0.8
H 3.224729 -0.617369 1.710619 1.9 -1.3 -1.1
H 4.972436 -1.338458 2.012506 -1.6 0.2 -1.7
H 3.661046 -2.327388 1.041365 0.9 2.1 0.2
H 5.642116 -1.014472 -0.471987 -2.1 0.8 0.3
H 4.820631 0.590100 0.080386 -0.8 -2.5 -1.1
H 1.529548 -0.692882 0.245503 -0.4 -0.4 -2.1
H 1.250226 0.161921 -1.411288 0.0 -2.2 0.8
H -0.545952 -1.564712 -2.074510 0.7 -0.3 2.3
H -0.127979 -2.798676 -0.711303 0.3 2.1 -0.3
H -1.089236 -0.107490 2.664372 1.4 -0.6 -1.0
H -3.011470 -2.438316 1.458094 -0.6 1.9 -1.9
H -3.846721 -0.719805 1.418096 1.1 -1.6 -1.5
H -0.582412 1.497435 -1.090927 -2.0 -0.3 1.4
H -2.533483 2.440050 -2.164911 -0.8 -1.6 1.6
H -3.721668 2.087904 -0.724495 1.5 -1.3 -1.3
H -3.143184 0.667617 -1.965576 0.3 1.8 1.3
H -1.615107 3.535823 0.231573 0.0 -1.9 1.5
H -2.105357 2.286788 1.681040 1.4 0.7 -1.6
H 0.746336 1.627593 0.693936 -1.0 2.2 1.2
H 0.740072 3.587100 0.861892 -1.2 -2.3 0.7
H 0.280651 2.424719 2.368521 0.2 0.4 -2.5
```
Positions in Å, forces in eV/Å.

For the max |F|, the calculation gives 8.71 eV/Å. The value obtained for the electronic energy is -5231.3350 hartree. Its frontier orbital gap is 7.80 eV. The net charge is -1. As for the spin multiplicity: 1.

No. 6
Molecular formula: C11H21Cl3GeN3Ru
Method: DFT, the ωB97M-V functional and the def2-TZVPD basis

The geometry in XYZ format:
```
40
Properties=species:S:1:pos:R:3:forces:R:3
Ru 0.156717 -0.326249 0.102629 0.2 -0.1 -0.2
N -0.263941 1.291946 1.414255 0.0 0.0 0.1
C 0.941770 1.726310 2.205665 -0.1 0.0 -0.1
C 1.823808 0.522528 2.417924 0.0 0.0 0.0
N 1.996525 -0.217072 1.124418 0.0 0.1 0.1
C 3.098434 0.266003 0.222324 0.0 0.0 0.0
C 2.631652 1.334654 -0.743869 0.0 0.0 0.0
N 1.403101 0.864575 -1.441587 0.0 0.0 0.1
H -0.672754 2.097467 0.943705 0.0 0.0 0.0
H -1.002498 0.969286 2.043365 0.0 0.0 0.0
H 0.632361 2.154082 3.157881 0.0 0.0 0.0
H 1.445362 2.508869 1.644494 0.0 0.0 0.0
H 1.355467 -0.170165 3.118763 0.0 0.0 0.0
H 2.792846 0.805544 2.829908 0.0 0.0 0.0
H 2.238748 -1.177139 1.366421 0.0 0.0 0.0
H 3.448559 -0.604575 -0.332230 0.0 0.0 0.0
H 3.927845 0.631882 0.828146 0.0 0.0 0.0
H 3.431520 1.547686 -1.453124 0.0 0.0 0.0
H 2.400142 2.270152 -0.239482 0.0 0.0 0.0
H 1.649983 0.200179 -2.173672 0.0 0.0 0.0
H 0.952815 1.643153 -1.916814 0.0 0.0 0.0
C -2.588782 -2.813260 0.980588 0.0 0.0 0.0
C -2.524461 -1.418434 0.456444 0.0 0.0 0.0
C -1.856690 -1.124081 -0.755929 0.0 0.2 0.1
C -1.852050 0.194417 -1.266589 0.0 -0.1 0.0
C -2.579268 1.194537 -0.614861 0.0 0.0 0.0
C -3.283277 0.893937 0.560883 0.0 0.0 0.0
C -3.228369 -0.375668 1.102678 0.0 0.0 0.0
H -3.591964 -3.211383 0.794299 0.0 0.0 0.0
H -2.446282 -2.847044 2.061723 0.0 0.0 0.0
H -1.873667 -3.471669 0.492389 0.0 0.0 0.0
H -1.513698 -1.939714 -1.375984 0.0 0.0 0.0
H -1.447211 0.383385 -2.253152 0.0 0.0 0.0
H -2.647151 2.185498 -1.049151 0.0 0.0 0.0
H -3.888798 1.657608 1.035253 0.0 0.0 0.0
H -3.783257 -0.603401 2.006279 0.0 0.0 0.0
Cl 3.137912 -3.956914 -3.306379 0.0 0.0 0.0
Ge 1.798342 -4.728347 -1.898200 -0.1 0.0 0.0
Cl 0.971637 -2.493488 -0.628102 0.0 0.2 0.0
Cl 0.000673 -5.521594 -2.606968 0.0 0.0 0.0
```
Positions in Å, forces in eV/Å.

For the max |F|, the calculation gives 0.32 eV/Å. The value obtained for the electronic energy is -4147.3972 hartree. Its frontier orbital gap (alpha / beta) is 7.61 / 6.76 eV. The net charge is +3. As for the spin multiplicity: 5. The value obtained for the energy above the lowest of the compared OMol25 structures with the same formula, charge and spin is 2.4 kcal per mole.